Record 1
This record from the OMol25 dataset describes a structure of composition C12H19F9NNaO14S3 at a distorted geometry. The level of theory is ωB97M-V/def2-TZVPD.

Each line ends with the Löwdin charge.
CARTESIAN COORDINATES (ANGSTROEM)
S1 4.09 -2.45 -0.88  0.484
S2 -0.74 -2.49 -1.12  0.496
S3 2.03 -0.17 -3.70  0.473
Na1 1.07 0.64 0.06  0.429
F1 4.32 -3.35 1.68  0.088
F2 6.01 -2.17 1.13  0.055
F3 -2.27 -3.92 0.48  0.107
F4 -0.82 -2.64 1.52  0.121
F5 1.26 0.63 -6.17  0.100
F6 -0.35 0.30 -4.77  0.070
F7 5.85 -4.15 0.30  0.095
F8 -2.66 -1.81 0.62  0.092
F9 0.86 2.08 -4.58  0.113
O1 0.00 -3.71 -1.43  -0.294
O2 -2.55 0.35 -1.40  0.039
O3 1.71 -1.59 -3.81  -0.290
O4 5.04 -2.00 -1.88  -0.331
O5 3.48 -3.70 -1.31  -0.325
O6 1.66 -0.39 2.65  -0.178
O7 3.38 0.18 -4.15  -0.346
O8 -0.60 1.49 -1.23  0.140
O9 -2.02 1.77 -2.95  0.053
O10 0.13 -1.36 -0.87  -0.312
O11 1.73 0.39 -2.40  -0.331
O12 3.13 -1.43 -0.43  -0.329
O13 -3.04 2.49 2.64  -0.214
O14 -1.70 -2.18 -2.17  -0.329
N1 0.24 2.02 2.19  -0.079
C1 5.11 -3.08 0.63  -0.616
C2 -1.64 1.27 -1.74  -0.537
C3 0.93 0.78 -4.88  -0.635
C4 -3.42 0.05 -2.46  -0.136
C5 -0.88 2.97 1.97  -0.172
C6 -0.02 1.12 3.38  -0.166
C7 -1.67 -2.72 0.50  -0.649
C8 -2.19 2.33 1.48  -0.163
C9 1.25 0.36 3.77  -0.235
C10 2.97 -0.92 2.86  -0.080
C11 -3.33 1.33 -3.28  -0.119
C12 -4.34 2.06 2.34  -0.136
H1 -3.44 1.13 -4.34  0.132
H2 -0.71 0.34 3.07  0.120
H3 -4.90 2.26 3.26  0.083
H4 -0.34 3.51 1.18  0.116
H5 -2.54 2.84 0.58  0.120
H6 1.93 1.19 3.98  0.118
H7 -3.01 -0.81 -3.00  0.110
H8 -0.93 3.60 2.86  0.113
H9 3.37 -1.10 1.86  0.061
H10 -2.16 1.25 1.35  0.123
H11 -0.41 1.74 4.19  0.114
H12 3.70 -0.19 3.23  0.085
H13 1.11 2.51 2.33  0.106
H14 -4.42 -0.19 -2.11  0.131
H15 -4.45 0.98 2.16  0.090
H16 -4.74 2.60 1.48  0.085
H17 1.01 -0.37 4.56  0.128
H18 -4.07 2.01 -2.86  0.119
H19 2.97 -1.71 3.62  0.092

**HOMO level**: -0.09935 Eh
**HOMO-LUMO gap**: 5.86 eV
**Multiplicity**: 1
**Charge**: -2
**Strongest force on any atom**: 3.9 eV/Å
**LUMO energy**: 3.16 eV

---

Record 2
This record from the OMol25 dataset describes an isolated molecule of C12H19N3. The level of theory is ωB97M-V/def2-TZVPD.

Each line ends with the Löwdin charge.
CARTESIAN COORDINATES (ANGSTROEM)
N1 1.12 1.28 -0.11  -0.103
N2 -2.77 -0.01 0.39  -0.050
N3 4.41 -1.30 0.06  0.034
C1 0.31 1.40 -1.31  -0.151
C2 0.44 1.78 1.06  -0.155
C3 2.92 0.09 -1.19  -0.017
C4 -1.18 1.27 -0.98  -0.123
C5 -3.35 -1.04 -0.46  -0.280
C6 2.18 0.42 -0.05  -0.227
C7 -2.96 -2.47 -0.10  -0.092
C8 -1.36 0.27 0.18  -0.362
C9 -0.76 0.89 1.44  -0.116
C10 4.00 -0.76 -1.08  -0.166
C11 3.73 -0.98 1.14  -0.166
C12 2.63 -0.15 1.16  -0.015
H1 -4.44 -0.93 -0.39  0.108
H2 1.15 1.86 1.89  0.116
H3 -3.27 -2.70 0.92  0.069
H4 -0.45 0.10 2.13  0.110
H5 4.08 -1.43 2.06  0.102
H6 2.67 0.51 -2.16  0.098
H7 2.12 0.04 2.09  0.093
H8 -3.06 -0.83 -1.49  0.103
H9 -1.51 1.50 1.94  0.117
H10 -3.45 -3.17 -0.77  0.068
H11 0.59 0.61 -2.00  0.112
H12 -1.62 2.22 -0.68  0.118
H13 0.50 2.37 -1.80  0.126
H14 -0.79 -0.64 -0.08  0.143
H15 -2.93 -0.26 1.36  0.106
H16 -1.89 -2.62 -0.17  0.061
H17 4.58 -1.02 -1.96  0.102
H18 -1.72 0.92 -1.86  0.108
H19 0.10 2.79 0.83  0.126

**HOMO level**: -0.29661 Eh
**HOMO-LUMO gap**: 8.89 eV
**Multiplicity**: 1
**Charge**: 0
**Energy relative to the best compared isomer or geometry (same formula, charge and spin)**: 3.1 kcal per mole
**Strongest force on any atom**: 0.6 eV/Å
**LUMO energy**: 0.82 eV

---

Record 3
This record from the OMol25 dataset describes an isolated molecule of C12H19N3O2 at a distorted geometry. The level of theory is ωB97M-V/def2-TZVPD.

Each line ends with the Löwdin charge.
CARTESIAN COORDINATES (ANGSTROEM)
O1 1.00 -0.52 0.01  0.008
O2 -0.35 2.24 -1.61  -0.092
N1 -2.91 -1.33 -0.23  0.194
N2 -2.97 -0.18 -2.10  0.146
N3 -0.99 -0.42 -1.20  0.186
C1 -0.24 -2.22 2.07  -0.124
C2 -0.88 -1.69 0.81  -0.119
C3 0.50 2.46 -0.51  -0.202
C4 2.73 1.89 0.51  -0.061
C5 1.71 0.21 -1.02  -0.101
C6 1.88 1.74 -0.72  -0.513
C7 -2.18 -1.86 0.72  -0.237
C8 -0.31 -0.91 -0.18  -0.223
C9 -2.26 -0.76 -1.15  -0.530
C10 2.60 2.41 -1.90  -0.042
C11 -1.38 -2.94 2.72  -0.186
C12 -2.68 -2.63 1.94  -0.075
H1 0.11 -1.43 2.75  0.120
H2 -3.22 -3.52 1.62  0.115
H3 2.90 2.91 0.75  0.075
H4 3.72 1.40 0.35  0.103
H5 -0.51 1.27 -1.70  0.029
H6 -2.42 0.47 -2.68  0.105
H7 -1.21 -4.03 2.73  0.117
H8 -1.45 -2.59 3.74  0.100
H9 0.64 -2.85 1.86  0.126
H10 2.28 1.44 1.37  0.080
H11 2.69 -0.22 -1.06  0.119
H12 2.71 3.47 -1.74  0.081
H13 1.30 0.13 -2.03  0.126
H14 -3.91 0.15 -1.83  0.126
H15 0.01 2.10 0.45  0.135
H16 2.10 2.27 -2.85  0.081
H17 3.62 2.02 -2.00  0.087
H18 0.70 3.54 -0.45  0.124
H19 -3.33 -2.00 2.58  0.122

**HOMO level**: -0.31735 Eh
**HOMO-LUMO gap**: 9.42 eV
**Multiplicity**: 1
**Charge**: 0
**Energy relative to the best compared isomer or geometry (same formula, charge and spin)**: 0.0 kcal per mole
**Strongest force on any atom**: 4.0 eV/Å
**LUMO energy**: 0.78 eV